This record from the OMol25 dataset describes the molecule C2H4N2O3 in a non-equilibrium geometry. The level of theory is ωB97M-V with the def2-TZVPD basis set.

Its SMILES is NC(=O)NOC=O. As for the maximum force: 4.2 eV/Å. Its HOMO energy is -9.4 eV. For the lowest unoccupied orbital energy, the calculation gives 0.38 eV. As for the gap between HOMO and LUMO: 9.8 eV.

The geometry in XYZ format:
```
11
Properties=species:S:1:pos:R:3:lowdin_charge:R:1
N 0.69193 0.78173 -0.30782 0.019
C -0.49386 0.14155 -0.47005 -0.541
N -1.59050 0.85577 -0.77032 0.190
C 1.13188 -1.42958 0.81506 -0.163
O 1.15782 0.32707 0.97999 -0.155
O -0.61042 -1.09426 -0.18286 0.034
O 1.20919 -2.35197 1.58584 0.104
H 0.68887 1.78637 -0.43430 0.137
H -2.47094 0.37994 -0.61859 0.125
H -1.58766 1.85250 -0.61821 0.113
H 1.87367 -1.24913 0.02126 0.137
```

This record from the OMol25 dataset describes a cluster of 2 separate species, C3H5P in total in a non-equilibrium geometry. The level of theory is ωB97M-V with the def2-TZVPD basis set.

As for the maximum force: 5.2 eV/Å. Its HOMO energy is -9.6 eV. For the lowest unoccupied orbital energy, the calculation gives -0.64 eV. As for the gap between HOMO and LUMO: 8.9 eV.

The geometry in XYZ format:
```
9
Properties=species:S:1:pos:R:3:lowdin_charge:R:1
C -1.50396 0.55564 1.64448 -0.075
C -1.23923 -0.00416 0.61051 -0.096
C 0.27761 -0.88589 -0.75836 -0.362
P 1.32088 0.43217 -1.35354 0.717
H -2.04954 0.88612 2.48514 -0.012
H 0.49929 -1.58731 0.02569 0.006
H -0.50157 -1.30365 -1.47369 0.038
H 2.51564 0.47212 -0.47682 -0.079
H 0.68087 1.43497 -0.70341 -0.137
```

This record from the OMol25 dataset describes a structure of composition C29H42B2BrF4N12O2Y. The level of theory is ωB97M-V with the def2-TZVPD basis set.

As for the maximum force: 0.6 eV/Å. Its multiplicity is 2. Its HOMO energy (alpha / beta) is -10.5 / -10.5 eV. For the lowest unoccupied orbital energy (alpha / beta), the calculation gives -3.91 / -7.56 eV. As for the net charge: +1. As for the gap between HOMO and LUMO (alpha / beta): 6.6 / 3.0 eV. Its expectation value of S² is 0.771.

The geometry in XYZ format:
```
93
Properties=species:S:1:pos:R:3:lowdin_charge:R:1
Y 0.28162 -0.84966 0.26690 1.720
N 0.96087 -0.18699 -1.99264 -0.035
C 0.03195 -0.07857 -3.13883 -0.185
C -1.15969 -1.01690 -3.01702 -0.182
N -1.89852 -0.83768 -1.76260 -0.172
C -2.65140 0.42250 -1.85684 -0.197
C -3.35952 0.81549 -0.57926 -0.233
N -2.36718 0.84131 0.48840 0.005
C -2.78564 -1.96773 -1.47817 -0.174
C -2.93610 -2.26632 0.00812 -0.210
N -1.60728 -2.44321 0.60318 -0.044
H 1.57041 0.62558 -1.98488 0.092
H 1.56809 -0.98245 -2.19247 0.032
H 0.54219 -0.32382 -4.07224 0.130
H -0.30463 0.95104 -3.21024 0.067
H -0.81712 -2.04682 -3.07331 0.097
H -1.80957 -0.84155 -3.88708 0.135
H -3.37613 0.37164 -2.68238 0.136
H -1.93142 1.20562 -2.06908 0.052
H -4.16009 0.11594 -0.33771 0.099
H -3.83283 1.78728 -0.75160 0.123
H -1.73806 1.61863 0.28916 0.021
H -2.80125 1.02636 1.38589 0.088
H -2.36030 -2.85732 -1.94868 0.105
H -3.77842 -1.80934 -1.91839 0.134
H -3.54644 -3.16910 0.10490 0.123
H -3.44196 -1.46714 0.53738 0.090
H -1.14203 -3.21247 0.12852 0.055
H -1.69678 -2.73676 1.56717 0.056
C -1.19999 -1.77032 3.69177 -0.019
C -0.97814 -0.31856 3.40826 -0.327
C -1.36582 0.72076 4.25905 0.000
C -0.93560 1.86683 3.64286 -0.043
N -0.33802 1.54015 2.47907 0.030
N -0.37811 0.17573 2.32396 -0.035
B 0.70335 2.48678 1.77579 -0.619
N 0.46215 2.97718 0.30459 -0.013
C 1.20666 3.99218 -0.17214 -0.068
C 0.82256 4.23489 -1.46583 -0.013
C -0.19723 3.30267 -1.71507 -0.338
C -0.98433 3.23458 -2.99260 -0.039
N -0.38850 2.52853 -0.64676 0.089
N 2.04670 1.71720 1.68629 0.020
C 3.25772 2.01977 2.17727 -0.041
C 4.21221 1.32653 1.47505 0.004
C 3.49227 0.59542 0.52718 -0.327
C 4.10655 -0.23727 -0.55497 -0.021
N 2.18148 0.81904 0.66723 0.022
N 0.72187 3.77804 2.62176 -0.040
C 1.45494 4.27534 3.65170 -0.080
C 0.84394 5.41183 4.10392 -0.017
C -0.30443 5.54751 3.29082 -0.353
C -1.36753 6.59722 3.34594 -0.036
N -0.37558 4.56017 2.41334 0.116
H -2.19780 -2.08353 3.37018 0.082
H -0.43815 -2.40120 3.24121 0.060
H -1.16184 -1.92256 4.76921 0.095
H -1.86054 0.63429 5.21302 0.112
H -1.01978 2.88765 3.97534 0.121
H 1.95526 4.48149 0.43108 0.132
H 1.18973 4.99511 -2.13800 0.107
H -1.23630 4.24806 -3.30467 0.089
H -0.39541 2.79387 -3.80043 0.076
H -1.91717 2.68215 -2.89457 0.059
H 3.38061 2.70670 2.99129 0.100
H 5.28058 1.34248 1.61398 0.114
H 4.75381 -1.00032 -0.12511 0.094
H 3.37686 -0.74074 -1.17985 0.039
H 4.72473 0.40623 -1.18376 0.093
H 2.35319 3.80404 4.00814 0.099
H 1.15804 6.04785 4.91663 0.104
H -1.75497 6.70656 4.35943 0.076
H -0.97515 7.56825 3.03622 0.078
H -2.18392 6.32679 2.67864 0.074
F 1.83587 -1.48753 2.46013 0.116
B 2.06664 -2.65357 1.70571 -1.244
F 2.97276 -3.51769 2.20906 0.219
F 0.76705 -3.22510 1.51038 0.066
F 2.40635 -2.14280 0.39491 0.040
Br 0.18746 -8.92194 -4.46988 0.992
C 0.49130 -7.27487 -3.71226 -0.627
C -0.54482 -6.68275 -2.92993 -0.057
C -0.33067 -5.45284 -2.39198 0.037
C 0.90379 -4.79243 -2.61154 0.011
C 1.93281 -5.40770 -3.38659 0.054
C 1.73727 -6.63964 -3.92785 -0.066
C 1.14219 -3.38720 -2.09580 -0.598
O 2.06573 -2.80152 -2.67036 0.063
O 0.37675 -2.98043 -1.18722 -0.096
H -1.47542 -7.21079 -2.77304 0.121
H -1.08852 -4.97694 -1.78649 0.122
H 2.86153 -4.87145 -3.53031 0.140
H 2.50822 -7.12571 -4.50961 0.123
```

This record from the OMol25 dataset describes a structure of composition Cl2F2O8Sr3 in a non-equilibrium geometry. The level of theory is ωB97M-V with the def2-TZVPD basis set.

As for the maximum force: 4.5 eV/Å. Its HOMO energy is -10.8 eV. For the lowest unoccupied orbital energy, the calculation gives -9.22 eV. As for the net charge: +2. As for the gap between HOMO and LUMO: 1.6 eV.

The geometry in XYZ format:
```
15
Properties=species:S:1:pos:R:3:lowdin_charge:R:1
Sr 0.90192 -6.24796 3.90411 1.705
Sr -3.94147 1.78039 4.06854 1.436
Sr 3.26522 3.00854 2.97612 1.460
F -0.28108 -6.42353 0.61538 -0.716
F -0.67486 -3.66287 -2.33726 -0.314
Cl -0.26053 -1.03765 1.90910 0.597
O 0.30055 -0.97355 0.63005 -0.300
O -0.32747 -2.45902 2.36167 -0.396
O 0.73623 -0.31435 2.65494 -0.471
O -1.50588 -0.34252 1.93747 -0.418
Cl 0.36444 3.38805 -3.71763 0.736
O 0.25947 2.56698 -4.87242 -0.279
O 0.02327 2.41337 -2.66535 -0.331
O 1.81295 3.87715 -3.41985 -0.386
O -0.67275 4.42691 -4.04486 -0.325
```

This record from the OMol25 dataset describes a cluster of 12 separate species, C44H122N10O14 in total in a non-equilibrium geometry. The level of theory is ωB97M-V with the def2-TZVPD basis set.

Its SMILES is COC[C@H](C)N.COC[C@H](C)N.COC[C@H](C)N.COC[C@H](C)N.COC[C@H](C)N.COC[C@H](C)N.COC[C@H](C)N.COC[C@H](C)N.COC[C@H](C)N.COC[C@H](C)N.OCCO.OCCO. As for the maximum force: 4.8 eV/Å. Its HOMO energy is -8.5 eV. For the lowest unoccupied orbital energy, the calculation gives 0.42 eV. As for the gap between HOMO and LUMO: 9.0 eV.

The geometry in XYZ format:
```
190
Properties=species:S:1:pos:R:3:lowdin_charge:R:1
C -16.49927 17.02903 11.77324 -0.056
C -17.10130 16.32086 13.01017 -0.442
C -17.63950 14.93415 12.80612 -0.181
O -17.89353 14.13918 13.98070 -0.215
C -17.92832 12.75157 13.60039 -0.101
N -16.02358 16.42571 13.92860 0.044
H -15.76108 16.32198 11.39474 0.076
H -15.90746 17.93686 11.89034 0.051
H -17.23767 17.36334 11.04447 0.070
H -17.96735 16.87664 13.36957 0.122
H -16.99491 14.41860 12.09422 0.122
H -18.61969 14.94641 12.32950 0.131
H -17.03587 12.12608 13.61975 0.084
H -18.41642 12.58103 12.64081 0.085
H -18.61275 12.38785 14.36678 0.091
H -15.96955 15.76855 14.69366 0.026
H -16.22942 17.19619 14.54835 0.059
C -11.87950 19.23439 20.94355 -0.043
C -12.53770 20.12846 19.81389 -0.399
C -12.85253 21.48413 20.34167 -0.234
O -14.05661 21.25619 20.95425 -0.190
C -14.67492 22.27071 21.70488 -0.088
N -11.62892 19.99857 18.70856 0.070
H -11.11533 19.66399 21.59131 0.075
H -11.42006 18.34300 20.51643 0.066
H -12.55652 18.97788 21.75838 0.079
H -13.48565 19.67983 19.51685 0.132
H -12.73510 22.26132 19.58651 0.123
H -12.14569 21.75848 21.12475 0.123
H -13.91313 22.67467 22.37165 0.080
H -15.32437 21.72306 22.38781 0.095
H -15.05823 23.12710 21.15010 0.090
H -10.80535 19.90483 19.28566 0.025
H -11.87406 19.02466 18.60123 0.036
C -14.63521 24.46505 10.20150 -0.075
C -15.33501 24.25500 11.55768 -0.434
C -14.75882 23.22934 12.51376 -0.189
O -14.57088 22.01849 11.75455 -0.174
C -13.99779 20.93712 12.46881 -0.102
N -15.38543 25.59628 12.17415 0.035
H -14.78354 23.67419 9.46622 0.072
H -13.56126 24.61360 10.31406 0.075
H -15.01031 25.31975 9.63859 0.075
H -16.28649 23.94087 11.12859 0.133
H -15.42188 23.07195 13.36446 0.108
H -13.86276 23.68577 12.93431 0.125
H -12.91307 20.87970 12.37835 0.085
H -14.50936 19.97793 12.38927 0.071
H -14.06333 21.10220 13.54423 0.065
H -14.42161 25.76274 12.42603 0.063
H -15.85336 25.52509 13.06637 0.061
C -18.49566 20.41067 12.97125 -0.052
C -18.79520 20.21673 14.45690 -0.398
C -17.93397 21.23590 15.23067 -0.197
O -17.34717 20.83008 16.43449 -0.220
C -16.22452 21.50635 16.78928 -0.114
N -20.21706 20.34871 14.80383 0.057
H -18.89926 19.73595 12.21628 0.076
H -17.45099 20.56329 12.70019 0.066
H -18.89141 21.40586 12.76860 0.079
H -18.38338 19.27899 14.82991 0.121
H -18.61000 22.02114 15.56900 0.122
H -17.16326 21.74420 14.65124 0.105
H -15.59802 21.24111 15.93767 0.079
H -15.92060 21.01212 17.71203 0.096
H -16.51894 22.54677 16.92695 0.101
H -20.28297 19.93789 15.72414 0.039
H -20.31851 21.34267 14.95169 0.070
C -21.96702 17.42370 18.19510 -0.048
C -20.96224 17.93401 17.16813 -0.433
C -19.75910 16.95235 16.95936 -0.261
O -19.00466 16.82662 18.08742 -0.206
C -18.15089 17.98544 18.25425 -0.062
N -21.64219 17.95372 15.89701 0.030
H -21.69393 17.64823 19.22617 0.077
H -22.15922 16.35807 18.07017 0.086
H -22.90344 17.94101 17.98630 0.072
H -20.46672 18.84319 17.50862 0.112
H -19.05143 17.24344 16.18310 0.096
H -19.99684 16.04555 16.40322 0.134
H -18.75497 18.74286 18.75377 0.089
H -17.67350 18.53775 17.44483 0.075
H -17.31331 17.60230 18.83715 0.092
H -22.30794 18.71180 15.85022 0.076
H -21.01922 18.15221 15.12720 0.050
C -9.63135 14.24958 25.79698 -0.067
C -8.30947 15.00001 25.64406 -0.411
C -8.45264 16.36246 24.83333 -0.159
O -8.92018 15.88426 23.56902 -0.220
C -10.10536 16.39457 23.04609 -0.122
N -7.82770 15.25645 27.01924 0.023
H -9.31073 13.22493 25.98509 0.082
H -9.91782 14.26713 24.74544 0.058
H -10.45669 14.69179 26.35498 0.085
H -7.67277 14.30259 25.09972 0.135
H -7.53812 16.95104 24.90630 0.111
H -9.20175 17.01152 25.28683 0.118
H -11.02529 16.01695 23.49246 0.094
H -10.15598 15.97823 22.04002 0.074
H -9.95054 17.44340 22.79294 0.085
H -7.07426 15.91406 26.87787 0.052
H -8.53048 15.75519 27.54599 0.063
C -9.99605 19.70438 15.46666 -0.059
C -8.45550 19.62111 15.46044 -0.418
C -7.97037 19.05966 16.75714 -0.176
O -8.26797 20.07584 17.75159 -0.206
C -8.40204 19.52518 19.06046 -0.119
N -8.07467 18.70073 14.38498 0.045
H -10.24686 20.30873 16.33841 0.053
H -10.56388 18.79428 15.66003 0.067
H -10.28083 20.12049 14.50030 0.084
H -8.08592 20.62404 15.24685 0.139
H -6.88529 19.15219 16.71096 0.126
H -8.37561 18.09642 17.06709 0.120
H -7.50009 19.08789 19.48866 0.091
H -9.22340 18.81475 19.15412 0.062
H -8.74137 20.37836 19.64787 0.085
H -7.96872 19.22819 13.53020 0.067
H -8.89323 18.18408 14.09663 0.012
C -8.29803 26.94393 15.60736 -0.068
C -7.52911 25.63689 15.96744 -0.358
C -8.46520 24.45475 16.48530 -0.182
O -9.41044 24.95055 17.45884 -0.189
C -10.35952 23.95660 17.80156 -0.118
N -6.69291 25.17873 14.77169 0.026
H -7.70845 27.79622 15.26958 0.071
H -8.87523 27.41089 16.40542 0.067
H -9.06810 26.68410 14.88102 0.072
H -6.87091 25.83185 16.81413 0.119
H -7.96684 23.50112 16.65944 0.119
H -9.09432 24.29167 15.61025 0.108
H -9.82614 23.38857 18.56375 0.080
H -10.44204 23.19661 17.02457 0.073
H -11.38112 24.05179 18.16950 0.078
H -7.13138 25.28424 13.86796 0.054
H -6.56341 24.17840 14.82345 0.045
C -16.90493 14.28154 18.46131 -0.034
C -16.11786 14.77936 17.21096 -0.366
C -15.40223 13.56025 16.40738 -0.181
O -15.04519 12.60806 17.36157 -0.175
C -14.41607 11.59583 16.67689 -0.140
N -17.04511 15.54704 16.43297 0.045
H -17.45931 15.08529 18.94584 0.064
H -16.28633 13.72269 19.16353 0.072
H -17.66136 13.60500 18.06358 0.086
H -15.30718 15.43177 17.53538 0.100
H -14.66888 13.97227 15.71417 0.121
H -16.22881 13.22390 15.78152 0.102
H -15.18534 10.82481 16.63391 0.096
H -13.65938 11.08531 17.27262 0.084
H -13.92367 11.81935 15.73049 0.093
H -17.77054 15.86315 17.06061 0.020
H -17.62057 14.96009 15.84609 0.060
C -9.68241 14.93712 18.48382 -0.044
C -10.84804 14.68904 17.62027 -0.426
C -10.67660 13.51859 16.67888 -0.200
O -11.11227 13.64107 15.30653 -0.223
C -10.51639 12.78892 14.30355 -0.071
N -12.19385 14.44641 18.21112 0.068
H -9.88375 15.64148 19.29094 0.077
H -8.98372 15.53775 17.90144 0.084
H -9.22262 13.99350 18.77756 0.092
H -10.90617 15.55965 16.96699 0.121
H -11.08634 12.58361 17.06103 0.121
H -9.61915 13.25552 16.65285 0.114
H -9.54354 13.24389 14.11735 0.086
H -10.94629 12.89460 13.30750 0.084
H -10.53881 11.79148 14.74255 0.089
H -12.01375 13.87418 19.02365 0.083
H -12.84090 13.85384 17.71084 0.057
C -14.03836 19.01513 16.41179 -0.211
C -13.41524 17.61485 16.56120 -0.201
O -12.62026 17.41691 17.70861 -0.090
O -12.98452 19.86704 16.02308 -0.096
H -14.26663 19.43985 17.38935 0.098
H -14.86113 19.12410 15.70521 0.110
H -12.72806 17.47207 15.72723 0.098
H -14.16521 16.82386 16.56066 0.096
H -12.52141 16.49090 17.94169 0.032
H -12.47766 20.00692 16.82627 0.021
C -11.45678 16.50602 13.07197 -0.241
C -12.12876 17.48610 12.20203 -0.229
O -11.84934 17.01966 10.88721 -0.077
O -10.13553 16.80716 13.53942 -0.060
H -11.65070 15.51291 12.66672 0.123
H -12.17849 16.48547 13.88857 0.095
H -11.67248 18.47550 12.23324 0.121
H -13.21214 17.54087 12.30882 0.110
H -11.25466 17.58700 10.39113 0.083
H -10.05963 16.33701 14.37296 0.077
```

How do the records compare in energy above the lowest of the compared OMol25 structures with the same formula, charge and spin? In the order shown, they have 4.473 3.856 2.392 24.460 14.487 eV.